Entry from the OMol25 dataset: a molecular structure, C19H45BaNO11 (the ωB97M-V functional and the def2-TZVPD basis).

Geometry as XYZ:
```
77
Properties=species:S:1:pos:R:3:lowdin_charge:R:1
Ba -3.997 -2.078 0.299 1.915
O -2.293 1.210 -2.066 0.070
C -3.258 0.623 -2.769 -0.896
O -3.750 -0.404 -2.255 -0.183
O -3.712 1.075 -3.812 0.019
H -2.061 0.557 -1.399 0.046
O 0.422 -0.599 0.291 0.104
C -0.872 -1.016 0.273 -0.768
O -1.804 -0.188 0.472 -0.159
O -1.175 -2.217 0.068 -0.150
H 0.241 0.317 0.540 0.077
C 0.566 -5.142 -0.167 -0.091
C 1.078 -6.051 -1.245 -0.335
O 0.099 -7.000 -1.544 -0.077
H -0.458 -4.852 -0.404 0.051
H 1.091 -4.198 -0.018 0.070
H 0.597 -5.606 0.819 0.076
H 2.018 -6.485 -0.901 0.115
H 1.188 -5.477 -2.166 0.101
H 0.462 -7.821 -1.884 0.083
C -0.990 -3.949 -4.449 -0.064
C -0.998 -3.340 -3.047 -0.345
O 0.285 -2.979 -2.619 -0.072
H -0.420 -4.874 -4.531 0.070
H -0.545 -3.239 -5.146 0.076
H -2.035 -4.072 -4.736 0.073
H -1.465 -4.051 -2.361 0.090
H -1.649 -2.470 -2.946 0.101
H 0.119 -2.642 -1.734 0.038
C -4.613 2.116 0.352 -0.085
C -4.842 1.627 1.729 -0.273
O -5.222 0.203 1.840 -0.198
H -5.425 1.915 -0.348 0.093
H -3.711 1.688 -0.088 0.051
H -4.465 3.193 0.271 0.101
H -5.615 2.291 2.117 0.119
H -3.913 1.873 2.245 0.112
H -6.106 0.310 2.201 0.077
C 4.979 -2.031 -0.741 -0.082
C 3.504 -1.550 -0.851 -0.304
O 3.086 -1.356 0.483 -0.099
H 5.086 -2.844 -0.023 0.066
H 5.622 -1.227 -0.382 0.065
H 5.448 -2.371 -1.665 0.065
H 2.838 -2.324 -1.235 0.096
H 3.455 -0.701 -1.534 0.106
H 2.172 -1.062 0.517 0.024
C 0.015 1.303 3.370 -0.051
C 0.657 2.492 2.685 -0.457
C 2.253 2.343 2.730 -0.101
C 3.048 3.257 1.800 -0.196
C 2.616 3.019 0.379 -0.155
C 1.082 3.130 0.195 -0.463
N 0.299 2.377 1.244 -0.111
O -1.058 2.558 1.103 -0.027
C 0.704 4.636 0.154 -0.022
C 0.784 2.477 -1.146 -0.021
C 0.188 3.743 3.462 -0.027
H -1.071 1.247 3.282 0.075
H 0.122 1.248 4.454 0.086
H 0.431 0.346 3.051 0.080
H 2.662 2.685 3.682 0.111
H 2.564 1.304 2.614 0.113
H 4.129 3.162 1.895 0.119
H 2.725 4.287 1.960 0.102
H 2.947 1.994 0.202 0.111
H 3.175 3.678 -0.285 0.126
H 0.929 5.211 1.052 0.059
H 1.255 5.168 -0.623 0.084
H -0.360 4.706 -0.070 0.085
H 1.294 1.515 -1.215 0.076
H -0.281 2.293 -1.288 0.071
H 1.208 3.100 -1.933 0.097
H 0.505 4.657 2.961 0.059
H 0.511 3.800 4.501 0.086
H -0.900 3.803 3.436 0.078
H -1.392 1.681 0.899 0.044
```

Summary:
- M (g/mol) = 600.89
- energy (eV) = -45139.0587
- F_max (eV Å⁻¹) = 4.849
- spin multiplicity = 1
- frontier orbital gap (eV) = 5.73
- highest occupied orbital energy (eV) = -7.65
- charge = 0



Entry from the OMol25 dataset: 10 unconnected molecules or ions with the total composition C30H56O30 (the ωB97M-V functional and the def2-TZVPD basis).

Geometry as XYZ:
```
116
Properties=species:S:1:pos:R:3:lowdin_charge:R:1
C 4.851 -1.789 4.336 -0.068
O 5.868 -2.697 4.114 0.005
C 5.803 -3.951 4.563 -0.548
O 4.829 -4.539 5.167 0.048
O 6.896 -4.531 4.180 0.013
C 7.395 -5.611 4.932 -0.037
H 5.159 -0.845 3.885 0.097
H 4.651 -1.543 5.380 0.099
H 3.909 -2.162 3.936 0.100
H 8.230 -5.292 5.556 0.095
H 7.852 -6.235 4.165 0.097
H 6.658 -6.139 5.537 0.098
C -8.483 3.603 3.225 -0.023
O -7.706 4.823 3.047 -0.036
C -6.434 4.740 2.541 -0.517
O -5.909 3.711 2.214 0.121
O -5.890 6.037 2.668 -0.036
C -4.538 6.275 2.179 -0.042
H -9.518 3.879 3.025 0.098
H -8.265 3.260 4.236 0.090
H -8.045 2.749 2.707 0.084
H -4.271 5.540 1.420 0.081
H -3.865 5.857 2.928 0.088
H -4.258 7.281 1.868 0.094
C 3.936 4.229 -10.404 -0.053
O 3.430 3.270 -9.536 0.028
C 3.348 3.432 -8.262 -0.509
O 4.049 4.175 -7.502 0.067
O 2.466 2.441 -7.825 -0.030
C 2.107 2.398 -6.467 -0.075
H 4.772 4.743 -9.930 0.094
H 3.326 5.044 -10.795 0.100
H 4.396 3.723 -11.252 0.098
H 1.374 3.192 -6.322 0.095
H 2.886 2.681 -5.759 0.089
H 1.750 1.399 -6.217 0.095
C -6.947 -6.778 5.221 -0.089
O -7.366 -5.505 5.599 -0.034
C -6.731 -4.366 5.040 -0.400
O -5.970 -4.424 4.033 0.066
O -7.062 -3.163 5.664 -0.036
C -6.267 -2.044 5.475 -0.082
H -5.883 -6.791 4.986 0.095
H -7.461 -7.160 4.339 0.092
H -7.215 -7.502 5.990 0.095
H -5.208 -2.167 5.702 0.101
H -6.720 -1.291 6.120 0.096
H -6.464 -1.659 4.474 0.096
C 1.106 -3.322 -1.990 -0.080
O -0.135 -3.869 -1.828 -0.014
C -1.050 -4.128 -2.791 -0.557
O -1.047 -3.682 -3.920 0.113
O -2.054 -4.796 -2.217 -0.024
C -3.374 -4.988 -2.702 -0.025
H 1.571 -3.253 -2.974 0.104
H 1.755 -3.990 -1.422 0.093
H 1.110 -2.416 -1.385 0.098
H -3.445 -5.180 -3.773 0.100
H -3.903 -4.123 -2.303 0.097
H -3.765 -5.795 -2.082 0.094
C -1.952 -3.414 8.711 -0.003
O -1.605 -4.310 7.599 0.013
C -1.170 -3.823 6.465 -0.640
O -0.841 -2.678 6.250 0.109
O -1.017 -4.843 5.632 0.004
C -0.681 -4.643 4.249 -0.026
H -3.012 -3.165 8.644 0.092
H -1.255 -2.585 8.831 0.093
H -1.853 -3.899 9.682 0.085
H -1.528 -4.652 3.564 0.091
H -0.036 -5.467 3.941 0.092
H -0.130 -3.712 4.111 0.089
C 6.745 7.628 -3.124 -0.052
O 5.900 7.456 -1.991 -0.030
C 4.729 8.181 -2.044 -0.507
O 4.325 8.944 -2.947 0.081
O 4.122 7.907 -0.851 -0.026
C 2.716 8.297 -0.613 -0.015
H 7.755 7.256 -2.954 0.091
H 6.926 8.703 -3.127 0.095
H 6.318 7.164 -4.014 0.103
H 2.157 7.491 -1.088 0.090
H 2.421 9.164 -1.206 0.082
H 2.319 8.460 0.389 0.089
C 9.588 -1.470 -0.176 0.010
O 9.802 -0.195 -0.901 0.001
C 8.990 0.771 -1.229 -0.490
O 9.264 1.605 -2.127 0.089
O 7.906 0.764 -0.276 -0.060
C 6.952 1.813 -0.313 -0.084
H 10.344 -1.553 0.604 0.090
H 9.543 -2.309 -0.869 0.096
H 8.743 -1.430 0.512 0.083
H 5.997 1.657 0.188 0.090
H 6.717 2.071 -1.346 0.086
H 7.302 2.792 0.012 0.089
O 0.081 2.285 0.235 0.119
C -0.840 1.487 0.056 -0.496
O -1.916 1.656 -0.712 0.059
C -2.650 0.466 -0.841 -0.124
C -2.307 -0.235 0.487 -0.094
O -0.932 0.233 0.701 0.024
H -3.705 0.728 -0.757 0.130
H -2.471 -0.014 -1.803 0.133
H -2.305 -1.325 0.472 0.124
H -3.052 0.008 1.244 0.126
O -8.237 -1.065 -4.958 0.133
C -7.330 -1.048 -5.775 -0.548
O -6.018 -1.606 -5.613 0.028
C -5.285 -1.173 -6.749 -0.143
C -6.374 -0.827 -7.769 -0.096
O -7.469 -0.510 -6.917 0.105
H -4.709 -0.271 -6.543 0.124
H -4.545 -1.963 -6.880 0.134
H -6.415 -1.632 -8.502 0.130
H -6.257 0.076 -8.367 0.133
```

Summary:
- M (g/mol) = 896.75
- energy relative to the best compared isomer or geometry (same formula, charge and spin) (kcal per mole) = 121.42
- energy (eV) = -93435.6775
- F_max (eV Å⁻¹) = 5.398
- spin multiplicity = 1
- structure (SMILES) = COC(=O)OC.COC(=O)OC.COC(=O)OC.COC(=O)OC.COC(=O)OC.COC(=O)OC.COC(=O)OC.COC(=O)OC.O=C1OCCO1.O=C1OCCO1
- frontier orbital gap (eV) = 10.77
- highest occupied orbital energy (eV) = -10.66
- charge = 0